# 1
This record from the Open Molecules 2025 dataset describes a structure of composition C44H35N13O6SSn. The level of theory is the ωB97M-V functional and the def2-TZVPD basis.

Geometry as XYZ:
```
100
Properties=species:S:1:pos:R:3:forces:R:3
Sn 12.128 12.981 11.822 0.061 0.179 -0.228
N 8.548 15.651 12.634 -0.867 1.565 0.732
C 9.332 15.120 11.728 1.368 -1.009 -0.319
N 9.819 13.972 12.248 0.353 1.019 -2.092
C 9.311 13.937 13.456 -1.120 -0.576 1.927
N 8.466 14.919 13.785 1.259 -0.182 -1.082
C 9.688 12.835 14.371 -0.141 0.358 0.250
C 8.973 12.611 15.567 0.740 -0.925 -0.015
N 9.340 11.629 16.413 -1.122 1.428 -0.702
C 10.375 10.927 16.041 0.887 -0.623 -0.324
C 11.114 11.134 14.885 0.790 0.871 -0.680
N 10.788 12.125 14.032 -0.827 -0.266 0.878
H 8.401 16.662 12.661 -0.212 -0.458 0.082
H 9.587 15.600 10.755 -0.201 -0.546 0.955
H 8.103 13.176 15.867 0.076 0.286 -0.314
H 10.640 10.157 16.718 0.507 -0.793 0.457
H 12.070 10.603 14.669 -0.989 0.280 0.155
O 18.454 10.152 15.888 0.451 -1.103 -0.185
N 17.897 11.211 15.692 -0.380 1.188 0.524
O 18.301 12.248 16.224 -0.208 0.078 -0.225
C 16.726 11.252 14.875 -0.091 0.014 -0.331
C 16.526 10.195 14.023 -0.308 -0.553 0.151
C 15.411 10.070 13.212 0.339 0.067 0.322
C 15.150 8.906 12.435 -1.049 -1.490 -1.793
C 14.083 8.776 11.603 1.677 1.131 0.800
C 13.162 9.924 11.380 -0.024 0.522 1.485
N 13.410 11.084 12.315 -0.223 -0.609 -0.594
C 14.441 11.091 13.126 0.051 0.257 -0.073
C 14.627 12.218 14.018 -0.195 0.592 0.393
N 13.658 13.185 13.928 1.438 -0.376 0.667
C 13.805 14.254 14.695 -1.745 0.040 -1.165
C 14.751 14.327 15.683 1.446 0.615 1.438
C 15.728 13.372 15.849 0.125 0.153 -0.708
C 15.743 12.284 14.905 -0.337 1.117 0.970
H 17.254 9.403 14.079 0.093 -0.252 -0.221
H 15.830 8.066 12.457 0.306 -0.048 0.267
H 13.952 7.948 10.932 0.092 -0.466 0.084
H 13.299 10.304 10.368 -0.284 -0.023 -0.311
H 13.107 15.077 14.497 0.083 -0.171 0.048
H 14.771 15.221 16.320 -0.086 -0.398 -0.273
H 16.527 13.553 16.596 -0.698 -0.545 -0.697
O 15.411 20.884 9.754 1.088 0.311 0.178
C 14.477 20.095 9.612 -1.338 -0.518 -0.183
O 13.527 20.147 8.796 -0.010 0.381 0.033
C 14.389 18.899 10.587 1.194 0.263 -0.056
C 15.527 18.386 11.215 0.548 -0.055 -0.062
C 15.389 17.380 12.158 -0.399 0.292 -0.188
N 14.196 16.979 12.589 -0.657 -0.873 0.420
C 13.080 17.427 12.006 1.319 0.440 -0.183
C 13.197 18.340 10.929 -1.541 -1.094 1.097
C 11.712 17.085 12.645 -0.462 0.517 0.445
O 10.788 17.868 12.292 0.049 -0.714 -0.101
O 11.623 16.171 13.513 0.288 0.203 -0.783
H 16.511 18.778 10.954 -0.244 0.026 0.086
H 16.230 16.883 12.638 0.119 0.233 -0.108
H 12.271 18.593 10.464 -0.322 0.574 -0.375
C 12.246 14.242 7.644 0.832 -0.590 0.035
C 11.001 14.513 8.194 0.001 -1.426 0.204
N 10.519 15.730 8.354 -0.617 0.152 -0.040
C 11.277 16.722 7.944 0.535 1.352 0.180
C 12.584 16.616 7.446 0.158 -0.817 0.384
C 13.087 15.317 7.301 -0.604 -0.610 -0.512
C 13.342 17.852 7.280 -0.495 0.551 -0.944
C 14.629 18.048 7.035 1.082 0.423 0.753
C 15.729 17.069 6.888 0.199 0.095 -0.713
C 16.716 16.867 7.856 -0.074 -0.164 -0.237
C 17.788 16.100 7.444 1.538 -0.605 0.983
N 17.961 15.608 6.230 -0.444 -0.178 -0.953
C 16.962 15.854 5.380 0.150 -0.036 0.012
N 15.863 16.540 5.649 -0.023 -0.053 0.139
H 12.575 13.166 7.583 -0.288 1.380 -0.065
H 10.383 13.671 8.555 0.309 0.491 -0.185
H 10.892 17.741 8.081 -0.006 -0.374 -0.001
H 14.059 15.128 6.832 -0.328 0.094 0.401
H 12.748 18.763 7.338 0.181 -0.234 0.326
H 15.065 19.073 7.101 -0.836 -0.642 -0.164
H 16.694 17.289 8.855 -0.284 -0.006 -0.158
H 18.650 15.816 8.097 -0.980 0.609 -0.072
H 17.079 15.474 4.351 -0.121 0.144 0.557
C 15.192 13.826 9.686 0.926 -0.644 -0.320
S 15.267 12.531 8.366 0.643 0.114 1.154
C 16.493 11.476 9.246 -0.388 -0.016 -0.016
H 14.738 13.360 10.562 -0.150 0.492 -0.092
H 14.680 14.682 9.279 -0.611 0.117 0.189
H 16.203 14.189 9.953 -0.307 -0.401 -0.234
H 17.287 12.134 9.594 0.063 -0.104 0.048
H 16.908 10.767 8.539 0.074 -0.054 -0.208
H 16.095 10.886 10.095 -0.102 0.521 -0.352
N 10.878 11.612 10.767 -0.647 -0.213 -0.134
C 10.782 10.346 10.766 0.724 1.574 -0.025
C 11.691 9.511 11.611 -0.593 -1.717 -0.188
C 11.386 8.010 11.578 2.468 0.486 0.194
C 10.650 7.481 10.637 -1.318 0.211 -0.737
C 9.871 8.332 9.729 0.395 0.800 0.609
C 9.910 9.680 9.835 -0.962 -1.679 -0.740
H 11.437 9.730 12.615 0.116 0.728 1.284
H 11.995 7.336 12.205 -0.496 0.542 0.023
H 10.490 6.428 10.608 -0.062 -0.712 -0.142
H 9.223 7.830 9.049 -0.466 -0.108 -0.556
H 9.240 10.294 9.251 0.145 0.171 -0.158
```
Forces are in eV/Å.

Its frontier orbital gap is 0.23651 Eh. The maximum force comes out at 2.6 eV/A. Its spin multiplicity is 1. The total energy comes out at -3473.4418 Ha. For the relative energy (zero: lowest compared OMol25 entry of this formula, charge and spin), the calculation gives 55.56 kJ/mol. As for the charge: -2.

Here are the Mulliken charges for atoms 1 to 2, given in e:
1. Sn 0.978
2. N 0.361


# 2
This record from the Open Molecules 2025 dataset describes a structure of composition C2H3CuO2. The level of theory is the ωB97M-V functional and the def2-TZVPD basis.

Geometry as XYZ:
```
8
Properties=species:S:1:pos:R:3:forces:R:3
O -1.141 2.561 1.278 -1.202 -0.557 -2.633
Cu -0.150 1.506 -0.041 -0.195 -1.255 -0.304
O -1.930 2.324 0.028 1.694 0.489 2.373
C 0.232 -1.411 -0.045 0.407 -0.276 1.236
C 1.092 -0.914 -0.909 -0.515 2.493 -2.391
H 0.565 -1.807 0.926 -0.305 -0.585 0.161
H -0.841 -1.480 -0.263 0.221 0.255 0.297
H 2.173 -0.780 -0.973 -0.106 -0.563 1.263
```
Forces are in eV/Å.

Its frontier orbital gap (spin up / spin down) is 0.22313 / 0.21301 Eh. The maximum force comes out at 3.5 eV/A. Its spin multiplicity is 2. The total energy comes out at -1868.7238 Ha. For the relative energy (zero: lowest compared OMol25 entry of this formula, charge and spin), the calculation gives 426.84 kJ/mol. As for the charge: -1.

Here are the natural (NBO) charges for atoms 1 to 2, given in e:
1. O -0.563
2. Cu 0.887


# 3
This record from the Open Molecules 2025 dataset describes the molecule C9H11Cl2NS. The level of theory is the ωB97M-V functional and the def2-TZVPD basis.

Geometry as XYZ:
```
24
Properties=species:S:1:pos:R:3:forces:R:3
C -0.982 -2.110 0.608 0.174 0.097 -0.744
C -1.881 -0.991 0.022 1.015 -1.130 3.233
C -1.234 0.129 -0.652 -0.043 3.197 1.541
C 0.204 0.304 -0.424 3.675 -0.497 1.363
C 1.070 0.623 -1.523 -2.243 -1.095 0.305
C 2.436 0.607 -1.416 1.665 -0.734 -0.334
C 3.009 0.393 -0.163 0.240 0.793 0.393
Cl 4.733 0.485 0.094 -0.010 -0.162 -0.443
C 2.259 0.222 0.972 -2.602 -1.854 1.547
C 0.831 0.057 0.883 2.807 2.282 -5.727
N -1.766 1.547 -0.166 -0.281 -0.951 -1.914
S -1.591 1.914 1.460 -0.559 -0.477 0.696
Cl -3.437 1.785 -0.803 0.486 -0.328 0.421
H -0.466 -1.835 1.531 -0.551 -0.329 -0.141
H -1.586 -2.991 0.735 -0.255 -0.386 0.396
H -0.200 -2.382 -0.081 0.370 -0.184 -0.371
H -2.684 -1.439 -0.459 -1.360 -0.531 -1.399
H -2.294 -0.592 0.930 -0.759 0.387 0.453
H -1.473 0.183 -1.663 -0.211 0.016 -1.874
H 0.551 0.664 -2.502 0.687 0.231 0.563
H 3.143 0.518 -2.277 -0.968 0.688 0.608
H 2.676 -0.106 1.961 0.042 0.850 -1.183
H 0.283 -0.200 1.686 -1.515 -0.577 2.561
H -1.599 3.213 1.245 0.195 0.691 0.051
```
Forces are in eV/Å.

Its frontier orbital gap is 0.32573 Eh. The maximum force comes out at 6.8 eV/A. As for the SMILES: CC[C@H](c1ccc(Cl)cc1)N(S)Cl. Its spin multiplicity is 1. The total energy comes out at -1722.7652 Ha. For the relative energy (zero: lowest compared OMol25 entry of this formula, charge and spin), the calculation gives 43.15 kJ/mol. As for the charge: 0.

Here are the natural (NBO) charges for atoms 1 to 2, given in e:
1. C -0.592
2. C -0.445


# 4
This record from the Open Molecules 2025 dataset describes a cluster of 4 separate species, C38H63F9N4O10 in total. The level of theory is the ωB97M-V functional and the def2-TZVPD basis.

Geometry as XYZ:
```
124
Properties=species:S:1:pos:R:3:forces:R:3
C 1.247 -2.989 0.785 0.075 -0.140 0.680
C 1.327 -3.399 -0.467 -0.365 0.061 -0.465
C 2.258 -2.810 -1.506 -0.367 -0.535 2.041
C 3.046 -3.927 -2.218 0.326 1.115 -1.041
O 4.288 -4.271 -1.621 -0.599 0.196 -0.310
C 4.245 -4.992 -0.491 0.940 -0.203 -0.204
F 5.394 -5.635 -0.390 0.753 -0.442 -0.067
F 3.280 -5.897 -0.480 -0.946 -0.591 -0.103
F 4.129 -4.261 0.591 -0.355 0.777 0.958
O 3.088 -1.946 -0.698 1.583 -0.458 -0.413
C 3.856 -1.235 -1.576 -0.586 0.304 0.512
O 5.036 -1.114 -1.546 -0.736 0.128 0.062
C 2.831 -0.723 -2.628 0.907 -1.550 -0.992
N 3.532 -1.121 -3.903 0.177 1.785 -0.132
C 4.118 -0.233 -4.517 1.280 1.792 -1.534
O 4.677 0.613 -5.152 -1.527 -2.595 1.674
C 2.506 0.771 -2.718 -1.003 0.062 0.329
O 1.521 1.138 -3.299 0.547 -0.226 0.246
C 3.440 1.912 -2.161 -0.829 -0.259 -0.409
F 4.709 1.549 -2.118 1.009 -0.702 0.505
F 3.364 2.867 -3.074 -0.228 0.833 -0.806
C 3.007 2.562 -0.806 1.024 -0.016 0.256
F 1.783 2.204 -0.427 -0.845 -0.610 0.024
F 2.982 3.872 -0.978 0.038 1.110 -0.203
C 3.967 2.337 0.396 -1.011 -0.770 0.370
F 3.390 3.008 1.425 -0.645 0.271 0.626
F 5.112 2.905 0.187 1.512 0.434 -0.626
C 4.132 0.890 0.905 1.147 -0.256 0.162
O 5.202 0.369 0.985 -0.737 0.235 -0.228
O 2.985 0.297 1.274 0.004 -0.200 0.274
C 1.608 -1.760 -2.467 -0.336 0.348 -1.363
C 0.245 -1.233 -2.018 0.424 0.880 0.954
C 0.238 -0.213 -0.847 -0.692 -0.619 -0.110
C -1.088 -0.363 -0.140 -0.306 0.458 -0.346
O -2.068 0.174 -0.572 -0.030 -0.044 0.071
O -1.157 -1.175 0.968 0.549 0.167 -0.088
O 1.381 -2.216 -3.795 0.295 -0.621 0.581
C 0.469 -3.298 -3.900 -0.256 -0.602 -0.777
C 0.990 -4.366 -4.878 -0.300 -0.408 0.555
C 0.845 -5.805 -4.346 0.146 0.006 -0.255
H 2.080 -2.580 1.329 0.031 1.035 -0.272
H 0.337 -3.099 1.350 0.018 -0.936 0.309
H 0.669 -4.211 -0.745 -0.581 0.377 -0.663
H 2.410 -4.780 -2.404 -0.124 -0.335 0.331
H 3.301 -3.551 -3.204 0.363 -0.030 -0.126
H 2.361 0.946 1.624 -0.159 0.155 -0.188
H -0.422 -2.038 -1.740 0.191 -0.535 -0.082
H -0.204 -0.758 -2.878 -0.034 0.191 -0.205
H 0.182 0.770 -1.282 0.263 0.313 0.073
H 1.073 -0.325 -0.166 0.139 -0.113 0.029
H -1.182 -0.594 1.737 -0.361 -0.178 0.292
H -0.479 -2.938 -4.297 -0.183 0.294 0.167
H 0.240 -3.787 -2.954 0.211 0.232 0.286
H 0.406 -4.301 -5.786 0.215 0.161 -0.401
H 2.036 -4.190 -5.100 0.115 0.314 -0.130
H 0.006 -6.329 -4.790 -0.270 -0.006 0.012
H 1.724 -6.386 -4.603 0.175 -0.156 -0.005
H 0.731 -5.857 -3.267 -0.041 0.040 0.187
C 1.559 5.952 -3.399 -0.046 -0.026 0.048
C 2.555 7.077 -3.161 -0.067 -0.142 0.055
N 2.033 8.387 -3.502 0.055 0.183 -0.115
C 3.055 9.419 -3.555 0.183 0.059 -0.114
C 3.792 9.774 -2.259 0.027 0.125 -0.007
C 0.791 8.759 -2.849 -0.286 -0.107 0.056
C 0.758 8.770 -1.315 -0.080 0.079 0.025
H 1.186 5.968 -4.423 -0.018 0.064 0.009
H 2.045 4.992 -3.232 0.003 0.004 -0.001
H 0.708 6.008 -2.718 -0.010 -0.002 -0.022
H 3.428 6.887 -3.791 0.044 0.150 0.009
H 2.906 7.026 -2.118 0.033 -0.063 0.008
H 2.612 10.328 -3.971 -0.116 -0.033 0.047
H 3.800 9.104 -4.293 -0.029 -0.110 0.022
H 3.169 10.356 -1.582 -0.018 -0.060 0.047
H 4.666 10.386 -2.492 -0.005 -0.013 -0.018
H 4.148 8.889 -1.731 -0.026 -0.018 -0.003
H 0.009 8.080 -3.198 0.073 -0.066 -0.002
H 0.483 9.741 -3.218 0.165 0.038 -0.043
H 1.221 7.881 -0.885 0.017 -0.007 -0.028
H -0.279 8.792 -0.973 0.002 -0.002 -0.014
H 1.250 9.649 -0.900 0.074 -0.048 0.030
C -0.597 -3.062 6.036 0.000 -0.040 0.052
C -1.886 -3.406 5.304 0.087 0.011 0.147
N -1.666 -3.905 3.960 -0.022 0.091 -0.290
C -2.878 -3.957 3.160 -0.229 0.150 -0.076
C -3.991 -4.913 3.605 -0.059 -0.035 -0.121
C -0.783 -5.054 3.851 0.277 -0.108 0.104
C -1.152 -6.325 4.625 0.043 -0.080 -0.066
H 0.010 -2.367 5.454 0.007 -0.037 -0.045
H -0.832 -2.589 6.991 -0.010 -0.009 0.001
H 0.001 -3.948 6.252 0.018 0.019 -0.010
H -2.482 -2.492 5.230 -0.092 -0.065 -0.120
H -2.469 -4.108 5.921 -0.006 0.033 0.054
H -2.611 -4.185 2.124 0.140 -0.054 0.039
H -3.296 -2.945 3.127 0.066 0.029 0.095
H -3.747 -5.953 3.390 0.019 -0.021 0.077
H -4.909 -4.684 3.058 0.012 0.023 0.004
H -4.216 -4.820 4.668 0.027 0.001 0.008
H 0.217 -4.744 4.168 -0.045 0.055 0.057
H -0.665 -5.304 2.793 -0.147 0.078 -0.042
H -1.454 -6.111 5.652 -0.006 0.031 -0.007
H -0.285 -6.987 4.674 0.003 0.016 -0.006
H -1.952 -6.883 4.141 -0.065 0.024 0.062
C -4.712 1.258 4.681 -0.052 0.029 0.025
C -4.974 1.358 3.185 -0.042 0.034 0.150
N -4.958 0.073 2.513 0.134 -0.146 -0.121
C -4.914 0.178 1.063 0.055 0.124 -0.163
C -6.112 0.814 0.350 -0.042 -0.088 -0.082
C -5.865 -0.925 3.050 -0.052 -0.165 0.315
C -7.361 -0.594 3.108 -0.062 -0.090 -0.029
H -3.783 0.722 4.881 -0.020 -0.049 -0.025
H -4.624 2.258 5.107 -0.009 0.003 -0.006
H -5.523 0.752 5.207 0.022 -0.011 0.010
H -4.184 1.976 2.749 -0.039 -0.052 -0.151
H -5.918 1.902 3.025 0.014 0.062 0.031
H -4.740 -0.817 0.645 -0.015 -0.046 0.101
H -4.022 0.749 0.803 -0.002 0.036 0.068
H -6.974 0.149 0.325 -0.035 0.049 0.056
H -5.845 1.027 -0.687 0.031 -0.001 0.013
H -6.413 1.757 0.808 -0.002 -0.011 0.025
H -5.534 -1.168 4.065 0.006 0.074 0.006
H -5.729 -1.856 2.493 0.069 0.093 -0.144
H -7.548 0.408 3.498 0.029 0.008 -0.009
H -7.864 -1.300 3.772 0.013 -0.002 0.003
H -7.837 -0.678 2.132 -0.001 0.099 -0.004
```
Forces are in eV/Å.

Its frontier orbital gap is 0.26172 Eh. The maximum force comes out at 3.4 eV/A. As for the SMILES: C=C[C@]1(COC(F)(F)F)OC(=O)[C@](N=C=O)(C(=O)C(F)(F)C(F)(F)C(F)(F)C(=O)O)[C@@]1(CCC(=O)O)OCCC.CCN(CC)CC.CCN(CC)CC.CCN(CC)CC. Its spin multiplicity is 1. The total energy comes out at -3355.8243 Ha. As for the charge: 0.

Here are the Mulliken charges for atoms 1 to 2, given in e:
1. C -1.405
2. C -0.509